Here is a molecular structure, C17H43AsF6MgN2O13 in a non-equilibrium geometry from OMol25. Energies are from ωB97M-V with the def2-TZVPD basis set.

Element x y z (Å)
Mg1 -1.777707 -0.632870 -1.130508
N1 -2.246077 1.648500 -3.227658
O1 -2.286197 0.916850 -2.223568
O2 -2.506487 2.861410 -3.134918
O3 -1.927827 1.116380 -4.292838
As1 -0.119357 1.742760 0.993062
F1 0.890683 3.045860 1.687012
F2 -1.650467 2.425020 1.575242
F3 -1.040057 0.391110 0.145392
F4 1.376143 0.958290 0.307472
F5 0.047543 0.687410 2.427962
F6 -0.415177 2.837320 -0.441108
C1 4.232303 0.188750 2.209962
N2 4.742213 -0.810010 1.246202
O4 4.022883 -1.684490 0.839212
O5 5.872673 -0.703330 0.958032
H1 3.244193 0.464790 1.841792
H2 4.791973 1.114810 2.078512
H3 4.176053 -0.211010 3.222442
C2 -1.849207 6.179180 -1.117048
O6 -1.327357 5.389540 -2.242988
C3 0.123913 5.675330 -2.441388
C4 0.660213 4.534000 -3.348408
O7 -0.252777 4.342190 -4.336358
C5 0.424983 3.795690 -5.512258
H4 -1.234807 5.976590 -0.239798
H5 -2.843537 5.824010 -0.846378
H6 -1.937417 7.257590 -1.248798
H7 0.508913 5.742690 -1.423868
H8 0.198683 6.666920 -2.887768
H9 0.935493 3.696660 -2.707168
H10 1.570543 5.014770 -3.706538
H11 -0.279647 3.794830 -6.343878
H12 0.934243 2.831990 -5.518618
H13 1.255193 4.481720 -5.680238
C6 -1.104747 -2.954360 1.091942
O8 -0.940467 -2.179100 -0.107078
C7 0.422033 -2.375490 -0.510588
C8 0.647153 -1.721210 -1.865848
O9 0.082253 -0.439770 -1.909548
C9 0.816853 0.458910 -2.745438
H14 -2.084417 -2.606420 1.419472
H15 -0.318257 -2.784370 1.827222
H16 -1.099187 -4.032970 0.934842
H17 0.721893 -3.394210 -0.756348
H18 1.050413 -1.848180 0.207172
H19 0.301203 -2.379110 -2.663088
H20 1.733883 -1.684680 -1.941958
H21 0.173793 1.332040 -2.855948
H22 1.024713 -0.024390 -3.700068
H23 1.809023 0.726820 -2.382228
C10 -2.176917 -2.457350 -3.647688
O10 -2.355277 -2.003870 -2.334498
C11 -3.342747 -2.919370 -1.606878
C12 -4.173457 -2.108320 -0.592728
O11 -3.441687 -0.932270 -0.245168
C13 -3.904747 -0.284600 0.929312
H24 -3.025527 -2.441270 -4.331578
H25 -1.746737 -3.454150 -3.744808
H26 -1.371017 -1.863680 -4.079188
H27 -2.782797 -3.693740 -1.082578
H28 -4.063317 -3.429050 -2.246498
H29 -4.335707 -2.838460 0.200162
H30 -5.125887 -1.805390 -1.027718
H31 -4.994567 -0.280020 0.948262
H32 -3.515917 0.727180 1.044232
H33 -3.532927 -0.830490 1.796412
C14 1.414883 -4.911070 5.329582
O12 2.674793 -4.375010 5.670532
C15 3.132073 -3.453820 4.723472
C16 2.871943 -1.970910 5.114632
O13 1.678493 -1.435070 4.649582
C17 1.529013 -0.051480 4.944682
H34 0.657213 -4.153830 5.531132
H35 1.188463 -5.757140 5.978412
H36 1.309893 -5.468700 4.398922
H37 2.736093 -3.625810 3.722612
H38 4.211603 -3.582750 4.645432
H39 3.669893 -1.362810 4.688502
H40 2.912183 -1.928930 6.203072
H41 0.472763 0.213330 4.896642
H42 1.972993 0.489810 4.109222
H43 1.906103 0.334310 5.891822

Cartesian forces, eV/Å:
Mg 0.4 1.5 -1.7
N -0.3 2.6 -1.5
O -0.6 -0.9 2.3
O 0.1 -1.9 0.1
O 0.2 -0.2 -0.7
As 0.8 2.3 -0.8
F -1.1 -1.6 -0.4
F 1.3 -1.1 0.0
F 0.7 2.0 2.5
F -1.7 0.9 0.6
F -0.4 1.0 -1.5
F 0.9 -2.1 1.5
C -1.4 1.1 -0.7
N -1.4 0.2 1.3
O -1.3 -0.8 -0.2
O 3.6 0.3 -1.1
H -0.3 -0.4 0.3
H 0.5 -0.5 0.4
H 0.3 0.0 -0.4
C 0.4 -1.4 -0.5
O 0.7 1.8 1.2
C -2.9 -0.9 0.5
C 0.5 2.6 2.5
O 0.5 -2.0 -2.3
C -0.3 1.4 0.2
H 0.2 0.1 0.1
H 0.0 -0.3 -0.5
H 0.3 0.1 -0.6
H 0.8 -0.4 -0.1
H 0.2 0.0 -0.4
H -0.3 -0.5 -0.2
H 0.6 -0.4 -0.5
H 0.0 0.1 0.2
H -0.5 -0.6 1.0
H 0.0 0.3 -0.6
C -1.1 0.7 0.1
O 1.7 -2.3 0.6
C 0.3 1.6 -1.5
C 0.8 -0.4 0.6
O 1.0 -0.6 -0.5
C -0.3 0.3 -0.6
H 0.1 -0.4 0.7
H -0.1 0.6 0.0
H -0.2 0.0 -0.6
H -0.3 -0.5 1.0
H 0.2 -0.4 0.2
H -0.3 0.2 -0.3
H 0.2 0.2 -0.2
H 0.4 -0.1 -0.2
H -0.5 0.0 -0.3
H -0.2 0.0 0.8
C 1.7 0.0 -1.7
O -3.3 -3.1 0.2
C 0.7 1.2 0.0
C 0.6 -0.1 -1.1
O -1.0 -0.8 0.6
C -0.2 0.1 1.0
H -0.4 0.5 0.5
H -0.2 -0.5 0.8
H -0.4 0.6 -0.1
H 0.4 0.2 -0.2
H 0.4 0.3 -0.6
H -0.1 0.5 0.7
H 0.0 0.1 0.1
H 0.0 0.1 -0.1
H 0.0 0.0 -0.6
H -0.1 -0.2 0.1
C -0.6 -0.7 1.3
O -0.3 -0.8 -0.6
C 0.2 1.4 -0.2
C 0.7 -0.7 0.0
O -1.2 -0.2 0.4
C -0.5 0.3 -1.1
H -0.3 -0.1 -0.6
H 0.3 0.3 0.8
H 0.4 0.9 -0.9
H -0.2 -0.2 -0.1
H 0.1 0.1 0.1
H 0.5 0.0 0.2
H 0.2 0.2 0.2
H 0.0 -0.3 0.1
H 0.3 0.4 0.2
H 0.3 -0.6 0.2

## Properties
- Strongest force on any atom: 4.55 eV Å⁻¹
- Multiplicity: 1
- M: 696.75 g mol⁻¹
- Frontier orbital gap: 0.2900 Ha
- DFT total energy: -4795.99706 Ha
- Energy relative to the best compared isomer or geometry (same formula, charge and spin): 0.560 eV
- Net charge: 0

---

Here is a molecular structure, C17H43AsN6S2Ti in a non-equilibrium geometry from OMol25. Energies are from ωB97M-V with the def2-TZVPD basis set.

Element x y z (Å)
Ti1 -0.337612 -0.665784 0.517993
N1 -0.102887 -0.458049 2.665569
C1 0.250126 -1.722598 3.401827
C2 -0.863891 -2.746788 3.294549
C3 -1.093086 -3.263259 1.884737
N2 -1.741309 -2.222896 1.002477
H1 0.619336 0.237169 2.840346
H2 -0.936948 -0.071339 3.102941
H3 0.460761 -1.497547 4.444794
H4 1.163681 -2.117995 2.963014
H5 -1.797144 -2.329201 3.691397
H6 -0.619749 -3.592598 3.937023
H7 -1.717276 -4.152579 1.902931
H8 -0.148198 -3.547654 1.418102
H9 -2.614426 -1.938532 1.443172
H10 -2.025852 -2.680891 0.136821
S1 -0.927518 -1.427837 -1.780842
C4 -0.206997 -1.192092 -3.339991
N3 0.642503 -2.023260 -3.916428
C5 0.941088 -1.639840 -5.314971
C6 0.129532 -0.332995 -5.476145
N4 -0.504041 -0.194505 -4.146831
H11 0.877407 -2.921964 -3.529600
H12 0.614018 -2.420116 -5.996438
H13 2.008380 -1.485742 -5.444609
H14 -0.631312 -0.406114 -6.247949
H15 0.760508 0.525663 -5.685555
H16 -1.173979 0.520076 -3.916019
C7 3.669301 0.671850 1.786147
C8 3.500159 -0.825980 1.531720
As1 2.149143 -1.198301 0.181888
C9 2.840400 -0.265828 -1.391201
C10 2.189417 1.086596 -1.671925
C11 2.423269 -3.085398 -0.249104
C12 3.864564 -3.401539 -0.646782
H17 4.380330 0.835919 2.595111
H18 2.730727 1.156753 2.070560
H19 4.055244 1.188079 0.907661
H20 3.237829 -1.362193 2.442331
H21 4.416446 -1.270205 1.147703
H22 2.712299 -0.947251 -2.231469
H23 3.910639 -0.152378 -1.227237
H24 1.124418 0.986138 -1.888553
H25 2.657001 1.554568 -2.538224
H26 2.305019 1.776820 -0.835378
H27 1.713038 -3.319858 -1.040493
H28 2.128383 -3.665202 0.625783
H29 4.287709 -2.659744 -1.323482
H30 3.896664 -4.364942 -1.154839
H31 4.511824 -3.475118 0.225350
C13 -0.975660 5.190705 1.501312
C14 -1.436358 4.012434 2.343045
N5 -2.514498 3.239556 1.682924
C15 -2.377893 2.234110 0.850275
S2 -0.769215 1.704243 0.377415
N6 -3.445705 1.635775 0.329748
C16 -4.842436 2.077306 0.535565
C17 -5.209308 3.308596 -0.284420
H32 -0.225400 5.758183 2.051764
H33 -1.805646 5.863687 1.280677
H34 -0.534616 4.857935 0.560027
H35 -1.844616 4.348746 3.293360
H36 -0.617665 3.331099 2.555470
H37 -3.450977 3.597395 1.814415
H38 -3.265081 1.015904 -0.442789
H39 -4.997340 2.236648 1.604278
H40 -5.470645 1.233277 0.261528
H41 -4.572397 4.166986 -0.059389
H42 -6.239760 3.592720 -0.070833
H43 -5.133730 3.101180 -1.352272

Cartesian forces, eV/Å:
Ti -0.9 0.8 -0.5
N 0.2 -0.4 0.3
C -0.1 0.1 0.0
C -0.1 0.1 -0.1
C -0.1 0.1 0.0
N 0.1 -0.4 0.1
H 0.1 0.0 0.0
H -0.1 0.0 0.0
H 0.0 0.1 0.1
H 0.1 0.0 0.0
H 0.0 -0.1 0.0
H 0.0 0.0 0.0
H -0.1 -0.1 0.0
H 0.1 0.0 -0.1
H 0.0 0.1 0.1
H -0.1 -0.1 0.0
S -0.2 -0.2 0.2
C 0.2 0.2 0.0
N 0.1 -0.1 -0.1
C -0.1 0.0 0.1
C 0.0 -0.1 0.1
N 0.0 0.1 -0.2
H 0.0 0.0 0.0
H 0.0 0.0 0.0
H 0.0 0.0 0.0
H 0.0 0.0 0.0
H 0.0 0.0 0.0
H 0.0 0.0 0.0
C 0.0 -0.1 0.0
C -0.1 0.2 0.0
As 0.8 -0.2 -0.3
C -0.1 0.1 0.0
C 0.1 -0.1 0.0
C 0.1 0.1 0.1
C 0.0 -0.1 0.0
H 0.0 0.0 0.0
H 0.0 0.0 0.0
H 0.0 0.0 0.0
H 0.0 0.0 0.1
H 0.1 0.0 0.0
H 0.0 0.0 0.0
H 0.1 0.0 0.0
H 0.0 0.0 0.0
H 0.0 0.0 0.0
H 0.0 0.0 0.0
H 0.0 0.0 -0.1
H 0.0 -0.1 0.0
H 0.0 0.0 0.0
H 0.0 0.0 0.0
H 0.0 0.0 0.0
C -0.1 0.0 0.0
C -0.1 0.1 -0.1
N 0.2 0.1 0.1
C -0.1 -0.1 0.1
S 0.1 0.0 -0.1
N 0.0 0.0 0.0
C 0.0 0.1 -0.1
C 0.0 0.0 0.0
H 0.0 0.0 0.0
H 0.0 0.0 0.0
H 0.0 0.0 0.0
H 0.0 0.0 0.0
H 0.0 -0.1 0.0
H 0.0 0.0 0.0
H 0.0 0.0 -0.1
H 0.0 0.0 0.0
H 0.0 0.0 0.0
H 0.0 0.0 0.0
H 0.0 0.0 0.0
H 0.0 0.0 0.0

## Properties
- Strongest force on any atom: 1.27 eV Å⁻¹
- Multiplicity: 2
- M: 518.50 g mol⁻¹
- Frontier orbital gap (spin up / spin down): 0.3018 / 0.3224 Ha
- DFT total energy: -4882.91311 Ha
- Energy relative to the best compared isomer or geometry (same formula, charge and spin): 0.180 eV
- Net charge: +3